Entry from OMol25: a structure of composition C13H18ClFN3O5PS (ωB97M-V/def2-TZVPD).

Computed properties:
Lowest unoccupied orbital energy   -1.8094 eV
E   -63840.723 eV
Largest force on an atom   9.20 eV/A
HOMO-LUMO gap   7.605 eV
Energy relative to the best compared isomer or geometry (same formula, charge and spin)   4.200 eV

Last column: natural (NBO) charge in e.
Geometry (Å):
O  4.886  1.268  -2.413  -1.031
P  3.361  1.025  -2.877  2.276
O  3.147  -0.734  -2.783  -0.948
O  3.272  1.532  -4.577  -0.974
N  2.219  1.935  -1.854  -0.863
C  0.879  2.161  -2.520  -0.309
C  0.014  0.796  -2.815  -0.449
C  -1.090  1.111  -4.028  -0.381
Cl  -2.126  2.589  -3.595  -0.065
S  3.027  3.501  -1.598  2.210
O  3.934  3.386  -0.322  -0.759
O  2.011  4.651  -1.285  -0.798
F  3.903  4.029  -3.001  -0.448
H  3.893  -1.189  -3.313  0.531
H  4.228  1.730  -4.875  0.537
H  1.005  2.834  -3.473  0.239
H  0.228  2.801  -1.752  0.276
H  -0.620  0.478  -1.870  0.245
H  0.642  -0.119  -3.184  0.240
H  -1.719  0.109  -4.184  0.242
H  -0.422  1.280  -5.000  0.228
N  -0.449  -0.826  2.175  -0.443
C  0.470  -0.434  1.267  0.036
C  0.952  0.862  1.167  -0.268
C  0.458  1.817  2.050  -0.162
C  -0.491  1.444  2.996  -0.246
C  -0.909  0.123  3.020  0.024
H  0.822  -1.214  0.598  0.196
H  1.693  1.120  0.419  0.228
H  0.811  2.843  2.002  0.227
H  -0.896  2.164  3.697  0.224
H  -1.645  -0.219  3.742  0.199
N  -2.670  -4.590  4.818  -0.417
C  -2.048  -3.530  4.257  0.026
C  -2.488  -2.900  3.104  -0.273
C  -3.634  -3.387  2.484  -0.171
C  -4.296  -4.478  3.037  -0.266
C  -3.781  -5.039  4.195  0.023
H  -1.157  -3.189  4.775  0.193
H  -1.950  -2.050  2.698  0.253
H  -4.008  -2.920  1.577  0.210
H  -5.191  -4.882  2.577  0.216
H  -4.264  -5.890  4.667  0.191